1.
Molecular formula: CH6N3O
Method: DFT, the ωB97M-V functional and the def2-TZVPD basis

Properties
**Charge**: +1

Structure (XYZ):
```
11
CH6N3O (the ωB97M-V functional and the def2-TZVPD basis)
H 1.367 2.756 -1.163
N -0.969 -0.137 -0.418
H -0.450 -1.827 1.771
O -0.400 2.230 -1.574
H 1.033 -1.042 1.844
H 0.956 -2.259 0.836
N 0.137 -0.418 0.128
N 0.734 1.927 -1.357
H -1.850 -0.597 -0.189
C 0.357 -1.395 1.122
H -0.916 0.762 -1.000
```

---

2.
Molecular formula: CH6N3O
Method: DFT, the ωB97M-V functional and the def2-TZVPD basis

Properties
**Charge**: +1
**SMILES**: [NH3+]C/N=N/O

Structure (XYZ):
```
11
CH6N3O (the ωB97M-V functional and the def2-TZVPD basis)
N -0.107 -1.232 1.476
H 1.687 0.826 -0.368
H -0.482 -3.075 2.118
N 0.002 -0.698 0.011
H -0.512 2.185 -1.181
H 0.378 1.059 0.891
H -1.140 0.640 -1.037
C 0.596 0.606 -0.087
N -0.276 1.222 -1.179
O -0.358 -2.476 1.363
H 0.212 0.943 -2.006
```

---

It is 2 that is most stable; the runner-up trails by 3.2 kcal/mol.

---

1.
Molecular formula: C10H8F6NO7RhS3
Method: DFT, the ωB97M-V functional and the def2-TZVPD basis

Properties
**Charge**: -2

Structure (XYZ):
```
36
C10H8F6NO7RhS3 (the ωB97M-V functional and the def2-TZVPD basis)
C 0.978 -1.176 0.015
F -5.153 -1.307 1.524
S -2.600 -0.714 1.751
H 5.855 0.610 -1.236
C -4.350 -0.630 2.360
C 0.449 -1.481 -3.875
Rh -0.590 -0.601 -0.332
H 0.901 -1.790 -2.934
C 4.871 0.239 -0.973
H 3.344 -1.928 1.142
O -1.864 -1.375 -2.710
F -4.486 -1.179 3.578
O -1.557 -0.110 -4.784
H 1.583 0.601 -1.795
H 3.859 1.465 -2.415
O -2.346 -2.114 1.802
C -2.258 2.754 2.881
F -2.811 2.914 1.680
C 2.337 -0.714 -0.296
N -1.894 0.063 2.912
H 5.612 -1.080 0.546
F -1.639 3.905 3.205
H 0.126 -2.350 -4.445
O -0.444 1.517 4.217
C 2.486 0.249 -1.303
S -1.028 1.361 2.913
F -3.244 2.573 3.774
C 3.472 -1.187 0.360
C 4.732 -0.714 0.027
S -0.997 -0.496 -3.495
C 3.745 0.719 -1.636
F -4.808 0.627 2.428
O -2.731 0.004 0.496
O -0.218 1.597 1.763
O -0.475 0.622 -2.685
H 1.141 -0.877 -4.459
```

---

2.
Molecular formula: C10H8F6NO7RhS3
Method: DFT, the ωB97M-V functional and the def2-TZVPD basis

Properties
**Charge**: -2

Structure (XYZ):
```
36
C10H8F6NO7RhS3 (the ωB97M-V functional and the def2-TZVPD basis)
H -1.683 -0.959 0.968
H -0.917 3.299 -3.355
C -3.610 -1.227 -1.795
O 2.842 -1.627 -0.225
H -3.503 -1.269 -2.873
S 1.089 2.567 -2.343
C -0.196 2.516 -3.580
H -5.754 -1.383 -1.816
S 1.511 -1.314 2.608
O 1.649 3.909 -2.412
F 2.219 -0.144 4.881
O 0.400 2.258 -1.078
O 1.122 -2.426 3.429
Rh 0.378 -0.271 -1.296
C -2.463 -1.101 -1.012
C -3.838 -1.127 0.968
F 4.812 0.969 1.666
C -4.979 -1.246 0.181
F 4.758 0.702 -0.484
O 2.027 1.508 -2.713
C -1.105 -1.037 -1.622
H -5.957 -1.302 0.646
C -4.864 -1.293 -1.202
O 5.014 -1.875 0.933
F 1.885 1.236 3.248
C 4.067 0.512 0.641
O 0.645 -0.919 1.534
C 1.462 0.099 3.798
N 3.047 -1.343 2.293
F 2.948 1.220 0.588
H 0.261 2.679 -4.555
S 3.708 -1.283 0.864
C -2.586 -1.052 0.378
F 0.200 0.284 4.220
H -3.930 -1.091 2.048
H -0.661 1.532 -3.530
```

---

It is 2 that is most stable; the runner-up trails by 4.8 kcal/mol.

---

1.
Molecular formula: C4H8N4S
Method: DFT, the ωB97M-V functional and the def2-TZVPD basis

Structure (XYZ):
```
17
C4H8N4S (the ωB97M-V functional and the def2-TZVPD basis)
C 2.733 -1.813 0.284
N 1.114 1.523 0.030
H -0.838 0.309 -1.300
H -1.962 2.038 0.438
H -3.125 1.073 0.869
S 3.035 -0.136 -0.429
H 2.425 -1.831 1.288
C -1.713 0.155 -0.548
H -2.381 -0.628 -1.210
C -0.954 -0.635 0.436
N 1.439 0.509 -0.465
C -2.541 1.299 0.012
H -3.056 1.623 -0.868
H 1.841 -2.393 -0.233
N -0.356 -1.266 1.195
N 0.743 2.492 0.439
H 3.595 -2.318 0.062
```

---

2.
Molecular formula: C4H8N4S
Method: DFT, the ωB97M-V functional and the def2-TZVPD basis

Structure (XYZ):
```
17
C4H8N4S (the ωB97M-V functional and the def2-TZVPD basis)
H -1.455 0.687 2.277
H -0.497 -0.907 2.536
S -1.288 -2.389 -0.280
H 1.578 1.581 0.699
H -1.635 -0.797 1.165
H -0.368 -1.995 -2.837
C -0.984 -0.158 1.793
C -0.525 -1.113 -0.923
C 1.141 1.027 1.426
C 0.575 0.945 -2.371
N 0.183 -0.182 -0.275
N 0.076 0.288 0.885
N 0.237 -0.084 -2.965
H 0.884 1.831 -2.808
H 1.853 0.470 1.981
N -0.431 -1.049 -2.371
H 0.659 1.845 2.067
```

---

It is 1 that is most stable; the runner-up trails by 47.5 kcal/mol.